1.
Below is a structure of composition C14H4Cl5F7N3O9PdS2, with properties calculated with ωB97M-V/def2-TZVPD.

```
45
Properties=species:S:1:pos:R:3:forces:R:3:nbo_charge:R:1
Pd 0.4601 0.6303 1.0530 0.11 -0.27 0.03 1.0555
Cl -4.5640 -3.9064 -1.8250 0.02 -0.03 -0.03 0.0213
C -2.8488 -4.0048 -1.6334 -0.05 0.30 0.37 -0.1838
C -2.2173 -3.3253 -0.6145 -0.27 -0.15 -0.33 -0.0011
Cl -3.1270 -2.3699 0.4865 0.05 0.09 0.08 0.0513
C -0.8277 -3.4167 -0.4893 0.36 -0.15 0.12 -0.3830
Cl -0.0156 -2.6381 0.7703 -0.22 0.16 0.09 0.8570
C 0.0350 -4.2156 -1.3431 -0.06 0.25 0.24 0.5033
O 1.2474 -4.3161 -1.1728 0.03 -0.07 -0.11 -0.6492
C -0.7022 -4.8819 -2.4046 -0.23 -0.09 -0.05 -0.1928
Cl 0.2289 -5.8423 -3.4876 0.02 0.02 0.01 0.0307
C -2.0622 -4.7767 -2.5234 0.22 -0.20 -0.24 -0.0285
Cl -2.8687 -5.6182 -3.8024 0.02 0.04 0.05 0.0328
F 0.3592 -5.1215 3.4724 0.01 -0.20 -0.27 -0.3185
C -0.1057 -5.3127 2.2701 0.05 0.09 0.09 0.6485
F 0.6284 -6.2513 1.7528 -0.02 0.08 0.21 -0.3169
F -1.1232 -0.5077 4.9928 0.02 0.03 -0.01 -0.5275
S -1.2509 -0.6914 3.3791 -0.07 -0.07 0.08 1.7298
O 0.3917 -1.1812 0.1711 0.15 0.41 -0.10 -0.7992
O -2.1755 0.3197 2.9398 -0.03 -0.02 -0.06 -0.9075
N 0.2541 -0.0448 3.0207 0.02 0.28 -0.54 -1.2134
S 1.5837 -0.7748 3.5423 0.05 -0.22 0.14 2.2306
O 1.3791 -2.1794 3.7506 0.03 0.03 0.06 -0.9341
O 2.6945 -0.2989 2.7811 0.03 0.03 -0.05 -0.9164
C 1.8753 -0.0676 5.2505 0.05 0.02 0.04 0.7260
F 1.3231 1.1332 5.3884 -0.01 0.00 -0.04 -0.3067
F 3.1928 0.0546 5.4329 -0.01 -0.04 -0.02 -0.3133
F 1.4043 -0.8751 6.1953 -0.06 0.01 -0.02 -0.3068
F -0.3237 2.8854 -5.1231 0.00 -0.01 -0.01 -0.2952
C -0.1777 3.7190 -4.0901 0.00 0.00 0.01 0.2261
C 0.5780 3.3947 -3.0396 0.01 0.00 0.00 -0.0066
N 0.7425 4.2496 -1.9654 0.02 -0.02 -0.01 -0.4102
C 1.6118 3.8736 -0.8558 -0.03 -0.01 -0.03 -0.3246
C 1.0874 2.6737 -0.0996 -0.06 0.04 0.12 0.7550
O 0.8426 1.5970 -0.7261 -0.06 -0.07 0.05 -0.6636
O 0.9253 2.7164 1.1449 -0.08 -0.28 0.11 -0.6301
C 0.1324 5.4903 -1.9245 -0.01 0.01 0.00 0.7894
O 0.2661 6.2796 -1.0152 0.00 0.00 0.00 -0.6203
N -0.6497 5.7715 -3.0286 0.00 0.00 0.00 -0.6280
C -0.8796 4.9934 -4.1612 0.00 0.01 0.00 0.5974
O -1.5808 5.3797 -5.0663 0.00 0.00 0.00 -0.5701
H 1.0769 2.4388 -2.9700 0.00 0.00 0.00 0.2600
H 1.6839 4.7225 -0.1846 -0.01 0.01 -0.01 0.2757
H 2.6025 3.6238 -1.2413 0.01 0.01 0.02 0.2260
H -1.1064 6.6718 -3.0073 0.00 0.00 0.00 0.4310
```
Forces are in eV/Å.

The spin multiplicity is 1. The total charge is -1. The value obtained for the energy above the lowest of the compared OMol25 structures with the same formula, charge and spin is 135.7 kcal/mol. The HOMO-LUMO gap comes out at 6.473 eV.

=====

2.
Below is a cluster of 11 separate species, C14H50O11 in total in a non-equilibrium geometry, with properties calculated with ωB97M-V/def2-TZVPD.

```
75
Properties=species:S:1:pos:R:3:forces:R:3:lowdin_charge:R:1
C 9.7262 16.4313 10.0027 1.20 0.00 0.25 -0.0882
C 9.8395 17.7531 10.7730 -0.32 -0.46 -0.64 -0.3127
O 8.6300 17.9623 11.4759 -0.19 -0.02 0.58 -0.0848
H 8.8104 16.4376 9.4769 -0.72 0.15 -1.34 0.0596
H 9.5422 15.6277 10.6961 0.23 -0.41 0.73 0.0522
H 10.6173 16.1161 9.3951 -0.87 0.62 0.23 0.0874
H 9.9460 18.6407 10.1156 0.10 -0.64 0.31 0.1215
H 10.6880 17.6716 11.4386 0.37 0.37 0.36 0.0969
H 8.5253 17.2966 12.1798 0.21 0.30 -0.34 0.0780
C 10.6777 10.2147 15.5988 0.22 -0.25 -0.83 -0.0808
C 10.3276 9.7605 14.1751 0.74 0.36 -1.08 -0.3020
O 9.3286 10.5984 13.5893 -0.35 -0.50 0.88 -0.1142
H 11.2364 11.1349 15.6600 0.12 0.42 -0.18 0.0621
H 11.2312 9.4598 16.1362 0.35 -0.39 0.02 0.0636
H 9.7553 10.3254 16.1266 -0.71 0.26 0.37 0.0627
H 9.9249 8.7457 14.2882 -0.10 0.06 -0.30 0.1036
H 11.1940 9.6929 13.4294 -0.87 0.18 1.42 0.1043
H 9.6253 11.0959 12.8159 0.48 -0.06 -0.21 0.0236
C 12.0848 8.2867 11.4022 0.87 2.00 0.67 -0.0830
C 10.7301 8.1937 10.8030 -0.47 0.17 0.65 -0.3392
O 10.3195 6.8650 10.6169 -0.42 -1.52 -0.30 -0.0770
H 12.1127 8.2196 12.4845 0.12 -0.61 0.10 0.0539
H 12.5294 9.2870 11.1895 -0.49 -0.29 0.16 0.0863
H 12.7739 7.6419 10.9098 0.38 -0.99 -0.17 0.0732
H 10.8259 8.6677 9.8511 -0.53 0.09 -0.80 0.0796
H 9.9206 8.6518 11.3721 0.34 0.76 0.16 0.1094
H 10.0235 6.4703 11.4561 0.27 0.41 -0.50 0.0998
C 6.7538 12.6599 12.9464 1.36 1.89 -0.74 -0.1588
O 6.3963 12.1385 11.7024 -0.78 -0.07 -0.50 -0.1366
H 7.3277 13.6319 12.8072 -0.60 -0.89 0.30 0.0915
H 5.9538 12.8476 13.6301 -0.89 0.05 0.36 0.0676
H 7.4297 11.9661 13.3778 0.59 -0.64 0.57 0.0430
H 5.8799 12.7652 11.1574 0.52 -0.48 0.43 0.0735
C 6.5906 8.6101 11.1081 -1.79 0.63 -0.75 -0.1101
O 6.2835 8.9420 9.7300 0.71 0.37 0.03 -0.1434
H 7.1463 7.6778 11.1605 0.15 0.08 0.25 0.0714
H 7.0553 9.4844 11.5445 0.57 -0.10 0.02 0.0612
H 5.5957 8.5656 11.5790 0.53 -0.51 0.47 0.0860
H 5.5714 8.3764 9.4378 -0.14 -0.20 -0.06 0.0644
C 4.4493 12.3730 8.6142 -1.18 0.18 -1.07 -0.1583
O 5.6658 12.2301 9.2824 0.35 0.71 -0.45 -0.1392
H 4.2496 11.6026 7.8274 0.31 0.39 0.66 0.0922
H 3.5762 12.4119 9.2897 0.33 -0.26 0.00 0.0805
H 4.4516 13.3442 8.0954 0.17 -0.30 0.14 0.0845
H 5.8601 11.3198 9.4843 -0.02 -0.81 0.25 0.0537
C 9.5972 14.5954 14.5010 0.32 -0.56 -0.14 -0.1522
O 8.8634 15.8101 14.4866 1.41 -0.45 -2.53 -0.0824
H 9.2204 13.8978 15.2469 -0.28 -0.16 -0.17 0.0859
H 9.5831 14.1571 13.5148 -0.63 -0.29 -0.31 0.0533
H 10.6707 14.6465 14.6708 0.25 0.89 0.46 0.0723
H 8.5240 15.9357 15.3257 -1.06 0.57 2.54 0.0338
C 9.5500 7.8770 6.5612 -0.03 1.51 0.47 -0.1454
O 10.3452 7.9363 7.7469 -0.31 0.22 -0.49 -0.1353
H 9.8912 8.7224 5.9380 -0.08 -0.57 0.02 0.0779
H 9.7084 6.9372 6.0721 -0.14 -0.50 -0.54 0.0658
H 8.4750 8.0769 6.7647 0.52 -0.36 -0.04 0.0841
H 9.9320 7.3524 8.3791 0.00 -0.34 0.55 0.0433
C 13.4679 13.6262 11.1002 0.39 -0.86 1.26 -0.1238
O 12.1428 14.0344 11.3974 -0.31 1.15 -0.99 -0.1386
H 13.4602 12.6164 10.7097 -0.06 -0.25 -0.32 0.0726
H 14.0166 14.2599 10.4134 -0.11 0.30 0.01 0.0864
H 13.9585 13.5632 12.0801 0.42 0.16 -0.41 0.0878
H 11.9829 14.8342 10.8640 -0.35 -0.52 0.48 0.0798
C 10.0998 11.7474 10.0135 -2.08 0.71 -0.28 -0.1401
O 10.1815 12.0237 11.3839 0.67 0.27 0.87 -0.1443
H 9.7525 12.6451 9.5005 -0.14 0.08 -0.28 0.0816
H 11.0164 11.4938 9.5890 1.78 -0.71 -0.65 0.0591
H 9.3613 10.9584 9.7902 0.33 0.20 0.47 0.0912
H 10.8629 12.7299 11.5068 -0.59 -0.51 -0.13 0.0591
C 8.6308 11.5134 6.4744 -0.60 -0.27 0.38 -0.1708
O 7.9435 12.6450 6.9345 -0.15 1.16 -0.33 -0.1235
H 9.0652 10.9733 7.3011 0.32 -0.41 0.30 0.0533
H 7.9367 10.8286 5.9526 0.46 0.20 -0.10 0.0823
H 9.4389 11.8710 5.8431 -0.06 -0.18 -0.31 0.0819
H 7.5252 12.5609 7.7929 -0.09 -0.53 0.18 0.0461
```
Forces are in eV/Å.

Its SMILES is CCO.CCO.CCO.CO.CO.CO.CO.CO.CO.CO.CO. The spin multiplicity is 1. The total charge is 0. The value obtained for the energy above the lowest of the compared OMol25 structures with the same formula, charge and spin is 98.7 kcal/mol. The HOMO-LUMO gap comes out at 10.165 eV.